Entry 1:
The following is a quantum chemistry calculation of the molecule C4H9N, from OMol25.

The LUMO energy comes out at 1.17 eV. The highest occupied orbital energy comes out at -9.01 eV. The calculation puts the gap between HOMO and LUMO at 10.176 eV.

Last column: natural (NBO) charge in e.
Atoms and positions in Å:
C1 0.486 0.861 1.432  -0.618
C2 0.441 -0.096 0.263  -0.223
C3 -0.825 -0.992 -0.001  -0.216
N1 -0.494 -0.905 -1.430  -0.614
C4 0.321 0.297 -1.226  -0.220
H1 -0.187 1.710 1.303  0.207
H2 0.290 0.310 2.348  0.216
H3 1.508 1.352 1.624  0.212
H4 1.306 -0.799 0.251  0.202
H5 -0.902 -2.009 0.409  0.187
H6 -1.677 -0.420 0.289  0.160
H7 -1.300 -0.737 -2.007  0.349
H8 -0.222 1.237 -1.408  0.169
H9 1.255 0.193 -1.846  0.189

Forces on the atoms, in the same order (eV/Å):
1.6 0.8 0.1
0.9 -1.4 -0.3
1.2 0.3 0.3
-0.6 -0.3 -0.2
0.8 -0.2 -0.5
-0.3 -0.2 0.2
-0.4 0.1 0.1
-1.2 -0.9 -0.6
-0.4 0.5 0.5
0.2 0.3 0.0
-1.1 0.4 0.1
-0.2 -0.1 -0.3
0.3 -0.1 0.0
-0.8 0.8 0.7



Entry 2:
The following is a quantum chemistry calculation of the molecule C4H9N, from OMol25.

The LUMO energy comes out at 1.19 eV. The highest occupied orbital energy comes out at -9.10 eV. The calculation puts the gap between HOMO and LUMO at 10.284 eV.

Last column: natural (NBO) charge in e.
Atoms and positions in Å:
C1 2.104 0.455 -0.008  -0.405
C2 1.288 -0.463 -0.477  -0.198
C3 0.096 -0.860 0.382  -0.262
N1 -1.071 -0.593 -0.452  -0.626
C4 -1.582 0.763 -0.141  -0.418
H1 2.789 0.908 -0.715  0.189
H2 2.237 1.001 1.006  0.210
H3 1.361 -0.980 -1.490  0.228
H4 -0.075 -0.180 1.327  0.169
H5 0.014 -1.990 0.686  0.202
H6 -1.940 -1.191 -0.162  0.352
H7 -1.454 0.744 1.050  0.155
H8 -1.095 1.609 -0.689  0.206
H9 -2.672 0.779 -0.317  0.197

Forces on the atoms, in the same order (eV/Å):
1.7 2.1 0.2
-0.9 -1.2 1.0
-1.1 -1.5 0.8
-3.1 -0.6 0.3
-0.3 -0.6 2.0
0.5 -0.3 0.0
-1.2 -1.4 -1.6
-0.1 1.2 1.5
1.3 -1.5 -1.3
0.7 2.0 -0.5
2.6 0.9 -0.7
-0.4 1.5 -2.3
-0.1 -0.8 0.8
0.5 0.2 -0.2



Entry 3:
The following is a quantum chemistry calculation of the molecule C4H9N, from OMol25.

The LUMO energy comes out at 1.27 eV. The highest occupied orbital energy comes out at -8.82 eV. The calculation puts the gap between HOMO and LUMO at 10.093 eV.

Last column: natural (NBO) charge in e.
Atoms and positions in Å:
C1 -1.798 0.302 -0.134  -0.605
C2 -0.738 -0.726 0.063  -0.209
N1 0.442 -0.251 -0.546  -0.405
C3 1.115 0.913 0.034  -0.293
C4 1.742 -0.495 -0.058  -0.238
H1 -2.636 0.084 0.404  0.208
H2 -1.460 1.292 0.235  0.205
H3 -1.972 0.368 -1.191  0.216
H4 -0.445 -0.998 1.088  0.154
H5 -0.995 -1.722 -0.357  0.195
H6 1.525 1.566 -0.747  0.199
H7 1.070 1.378 1.033  0.203
H8 1.706 -0.963 0.965  0.170
H9 2.445 -0.748 -0.790  0.201

Forces on the atoms, in the same order (eV/Å):
1.9 1.2 -0.2
0.6 -1.6 0.9
0.3 1.7 -1.2
2.1 -0.8 -1.4
-1.7 0.5 2.7
-2.6 -0.7 1.1
0.0 -0.5 -0.3
-0.4 0.2 -0.5
-0.7 0.4 0.6
-0.1 0.6 -0.2
-0.5 0.1 0.5
-0.8 -0.7 -0.4
0.7 0.0 -1.1
1.2 -0.4 -0.5



Entry 4:
The following is a quantum chemistry calculation of a cluster of 2 separate species, C4H9N2 in total, from OMol25.

The LUMO energy comes out at -4.16 eV. The highest occupied orbital energy comes out at -14.03 eV. The total charge is +1. The calculation puts the gap between HOMO and LUMO at 9.869 eV.

Last column: natural (NBO) charge in e.
Atoms and positions in Å:
C1 0.446 0.243 1.395  0.073
C2 0.164 1.403 0.283  0.034
C3 -0.618 0.239 0.400  0.281
C4 0.407 -1.132 -1.709  -0.835
N1 -1.866 -0.072 0.687  -0.722
N2 1.438 0.713 0.543  -0.526
H1 0.623 -0.067 2.464  0.288
H2 -0.045 2.451 0.170  0.279
H3 0.241 -0.280 -2.274  0.214
H4 -0.324 -1.838 -1.774  0.221
H5 1.299 -1.598 -2.135  0.245
H6 -2.620 0.460 0.317  0.429
H7 -1.995 -0.852 1.304  0.430
H8 2.138 1.205 1.063  0.396
H9 0.712 -0.875 -0.736  0.191

Forces on the atoms, in the same order (eV/Å):
-0.3 -1.0 -0.8
0.2 -1.0 0.3
-0.1 0.7 3.7
2.8 -0.5 -0.6
0.3 -0.2 -0.9
1.1 0.0 -0.7
-0.8 0.8 -1.1
0.1 0.2 0.2
-0.7 1.7 -1.1
-2.3 -1.7 0.0
0.0 0.0 -0.1
-0.7 0.0 -0.2
-0.5 -0.1 -0.1
0.6 0.9 0.1
0.3 0.1 1.2



Entry 5:
The following is a quantum chemistry calculation of the ion C4H9N2 with charge +1, from OMol25.

The LUMO energy comes out at -3.61 eV. The highest occupied orbital energy comes out at -12.11 eV. The total charge is +1. The calculation puts the gap between HOMO and LUMO at 8.502 eV.

Last column: natural (NBO) charge in e.
Atoms and positions in Å:
C1 -0.258 -0.629 -0.672  -0.592
C2 -0.079 1.682 0.237  -0.366
C3 0.501 0.585 -0.126  0.178
C4 -0.926 -1.035 0.593  0.092
N1 2.008 0.435 -0.005  -0.682
N2 -2.133 -1.488 0.534  -0.679
H1 -0.697 -0.224 -1.572  0.235
H2 0.434 -1.460 -0.839  0.248
H3 -1.114 1.920 0.179  0.248
H4 0.419 2.576 0.568  0.225
H5 2.246 -0.444 0.471  0.446
H6 2.437 0.262 -1.008  0.453
H7 2.470 1.122 0.455  0.433
H8 -2.553 -1.679 1.358  0.389
H9 -2.754 -1.623 -0.172  0.372

Forces on the atoms, in the same order (eV/Å):
1.7 1.1 1.1
0.4 2.1 0.3
0.9 -1.1 -0.8
-0.2 -0.7 0.3
-1.5 -4.1 -4.2
2.5 1.0 0.2
-0.9 -0.6 -0.5
0.0 0.1 -0.5
-0.9 -0.7 -0.3
0.7 0.0 0.3
-0.4 0.0 0.3
-0.9 0.8 2.3
1.7 3.2 1.7
-1.3 -0.9 3.4
-1.7 -0.2 -3.4



Entry 6:
The following is a quantum chemistry calculation of a cluster of 2 separate species, C4H9N2 in total, from OMol25.

The LUMO energy (alpha / beta) comes out at -5.34 / -5.94 eV. The highest occupied orbital energy (alpha / beta) comes out at -13.47 / -15.06 eV. The total charge is +1. The calculation puts the gap between HOMO and LUMO (alpha / beta) at 8.128 / 9.120 eV.

Last column: natural (NBO) charge in e.
Atoms and positions in Å:
C1 2.120 -0.614 0.911  0.084
C2 0.774 -0.070 -1.232  -0.243
C3 -0.084 0.174 -0.061  0.362
C4 -0.897 1.213 0.566  -0.698
N1 1.177 -0.291 0.131  -0.275
N2 -1.590 -1.747 0.081  -0.631
H1 3.080 -0.910 0.510  0.233
H2 1.962 -0.595 1.984  0.231
H3 0.616 -0.952 -1.843  0.252
H4 1.231 0.759 -1.767  0.242
H5 -0.333 2.149 0.637  0.260
H6 -1.192 0.924 1.576  0.260
H7 -1.790 1.405 -0.028  0.269
H8 -1.977 -1.676 -0.858  0.326
H9 -2.273 -1.375 0.737  0.327

Forces on the atoms, in the same order (eV/Å):
0.7 -0.2 0.7
-0.3 0.1 -1.0
-0.9 -1.1 -0.2
-0.2 0.4 0.3
-0.2 0.0 0.2
1.6 0.5 0.0
-0.1 0.0 -0.1
-0.1 0.0 -0.1
0.0 -0.1 0.1
0.2 0.1 0.2
0.0 0.0 0.0
0.0 0.0 -0.1
0.1 -0.1 0.0
-0.3 0.2 0.0
-0.3 0.2 -0.1



Entry 7:
The following is a quantum chemistry calculation of a structure of composition C4H9N2, from OMol25.

The LUMO energy comes out at -3.56 eV. The highest occupied orbital energy comes out at -14.35 eV. The total charge is +1. The calculation puts the gap between HOMO and LUMO at 10.790 eV.

Last column: natural (NBO) charge in e.
Atoms and positions in Å:
C1 -1.561 -0.643 0.837  -0.053
C2 -1.424 -0.015 -0.318  -0.289
C3 -0.096 -0.466 1.261  -0.477
C4 0.052 0.089 -0.147  0.284
N1 1.289 -0.794 -0.981  -0.857
N2 0.674 1.529 -0.515  -0.758
H1 -2.356 -1.277 1.280  0.250
H2 -2.110 0.244 -1.138  0.248
H3 0.125 0.190 2.134  0.245
H4 0.210 -1.533 1.490  0.248
H5 0.864 -1.321 -1.782  0.387
H6 1.642 -1.536 -0.358  0.383
H7 1.265 1.823 0.365  0.457
H8 0.041 2.349 -0.886  0.462
H9 1.384 1.362 -1.243  0.468

Forces on the atoms, in the same order (eV/Å):
-0.3 -0.4 1.3
-0.2 0.1 -1.6
-1.0 -1.4 1.8
3.1 -0.9 -3.1
-3.0 0.7 0.6
0.6 1.4 1.8
0.5 0.9 -0.2
0.5 -0.3 0.4
-0.3 -0.4 -0.7
0.9 1.4 -0.5
0.3 0.8 0.9
-0.4 0.6 -0.1
-1.5 -0.2 -2.1
1.1 -2.1 1.4
-0.2 -0.3 0.2



Entry 8:
The following is a quantum chemistry calculation of a cluster of 2 separate species, C4H9N2 in total, from OMol25.

The LUMO energy (alpha / beta) comes out at -6.61 / -8.07 eV. The highest occupied orbital energy (alpha / beta) comes out at -12.93 / -11.51 eV. The total charge is +1. The calculation puts the gap between HOMO and LUMO (alpha / beta) at 6.320 / 3.445 eV.

Last column: natural (NBO) charge in e.
Atoms and positions in Å:
C1 -1.817 0.751 0.732  0.049
C2 -0.876 -0.791 -1.132  -0.240
C3 0.139 -0.632 -0.091  0.440
C4 1.230 -1.193 0.669  -0.714
N1 -1.035 -0.015 0.080  -0.278
N2 1.059 1.900 -0.445  -0.715
H1 -2.790 0.989 0.330  0.230
H2 -1.498 1.179 1.671  0.229
H3 -0.805 -0.258 -2.074  0.252
H4 -1.437 -1.721 -1.194  0.244
H5 2.105 -1.356 0.038  0.286
H6 0.953 -2.181 1.063  0.291
H7 1.488 -0.550 1.510  0.269
H8 1.462 1.903 -1.379  0.330
H9 1.824 1.974 0.222  0.328

Forces on the atoms, in the same order (eV/Å):
-0.6 0.7 0.6
0.1 -0.5 -0.7
-0.3 0.8 -0.2
0.4 0.1 0.3
0.3 -0.6 0.0
0.0 -1.6 0.0
0.0 -0.1 -0.1
0.1 -0.1 0.0
0.1 0.2 0.0
0.0 0.0 0.1
-0.1 0.1 -0.1
-0.1 0.0 0.0
0.0 0.0 0.0
0.1 0.5 -0.1
0.1 0.5 0.0



Entry 9:
The following is a quantum chemistry calculation of a cluster of 2 separate species, C4H9N2 in total, from OMol25.

The LUMO energy comes out at -3.47 eV. The highest occupied orbital energy comes out at -14.08 eV. The total charge is +1. The calculation puts the gap between HOMO and LUMO at 10.614 eV.

Last column: natural (NBO) charge in e.
Atoms and positions in Å:
C1 2.110 0.262 -0.047  0.222
C2 1.254 1.147 0.148  -0.475
C3 3.118 -0.767 -0.121  -0.733
C4 -2.110 0.382 -0.123  0.402
N1 -3.396 -0.045 -0.147  -0.774
N2 -1.052 -0.293 0.145  -0.680
H1 3.302 -0.918 -1.214  0.268
H2 2.738 -1.731 0.355  0.267
H3 4.073 -0.383 0.286  0.290
H4 -1.853 1.463 -0.397  0.214
H5 -4.069 0.406 -0.714  0.431
H6 -3.751 -0.628 0.583  0.425
H7 -1.247 -1.246 0.409  0.417
H8 -0.128 0.312 0.193  0.442
H9 1.012 2.040 0.645  0.284

Forces on the atoms, in the same order (eV/Å):
-2.3 2.9 1.4
3.4 -2.7 -0.6
-0.2 -1.0 -1.3
-0.6 2.3 -1.2
1.9 0.1 0.5
-0.9 0.6 0.7
0.0 -0.3 0.8
0.8 1.3 -0.5
-0.6 -0.3 0.2
-0.9 -1.5 0.0
-0.5 0.8 -0.3
0.0 -0.7 0.0
0.9 -0.5 0.2
-0.6 -1.8 0.0
-0.5 0.9 0.1



Calculated values (eV/Å) of strongest force on any atom for the records, taken in order: 1.82 3.16 3.25 3.74 6.04 1.65 4.51 1.63 4.41.
Calculated values (eV) of calculated total energy for the records, taken in order: -5782.7466 -5781.5796 -5782.0223 -7263.1091 -7263.9300 -7262.0590 -7264.4390 -7259.6787 -7265.1276.
Calculated values (eV) of energy relative to the best compared isomer or geometry (same formula, charge and spin) for the records, taken in order: 1.065 2.232 1.790 5.033 4.212 6.083 3.703 8.463 3.014.